[1]
Molecular formula: C30H65BrN2O3
Method: DFT, wB97M-V/def2-TZVPD

Values from the calculation:
LUMO	0.566	eV
SMILES string	O=C=NCOCCNCC(=O)Br.CCCCCC.CCCCCC.CCCCCC.CCCCCC
HOMO-LUMO gap	9.995	eV
spin multiplicity	1

Positions of all 101 atoms, in Å:
C1 4.796 -11.117 -5.529
H1 -1.135 7.759 9.870
H2 3.622 -4.285 -4.812
H3 -1.699 2.008 2.356
H4 0.028 7.286 11.122
H5 -2.356 5.581 10.217
H6 3.580 -2.609 -5.302
H7 3.911 -7.689 -8.461
C2 0.337 -0.441 -0.237
C3 4.794 -7.106 -8.189
N1 -5.989 5.816 2.387
H8 -0.609 3.967 9.450
H9 -1.313 0.357 1.917
C4 -6.601 3.466 2.318
C5 6.175 -9.151 -7.545
C6 -0.410 1.867 0.650
C7 -6.058 7.164 2.971
N2 -2.321 4.972 2.126
H10 6.830 -9.531 -6.754
H11 2.181 -0.414 -3.670
H12 0.528 -0.966 -1.179
H13 2.209 -0.739 -5.413
H14 -1.666 7.560 11.540
C8 1.490 -5.176 -6.364
H15 -3.174 2.228 0.354
H16 -2.539 6.208 8.029
H17 -6.062 5.819 1.371
H18 5.392 -6.945 -9.089
C9 2.946 -3.485 -5.130
H19 -1.214 5.147 11.470
C10 -1.311 5.688 10.524
H20 3.410 -11.262 -7.155
H21 3.560 -9.645 -6.502
H22 0.796 1.483 -1.082
C11 -1.652 4.743 3.147
C12 -2.383 4.217 7.224
C13 -2.845 6.373 2.163
C14 1.974 -3.191 -3.985
H23 -6.493 7.928 2.256
H24 -2.526 3.690 8.170
H25 -0.666 2.871 0.293
H26 1.077 -5.431 -7.343
H27 4.038 -11.366 -4.783
C15 -1.564 1.338 1.501
H28 4.449 -6.132 -7.835
H29 1.651 -3.078 -6.822
C16 -0.384 5.038 9.497
H30 0.251 5.085 7.449
C17 -2.883 1.248 0.742
H31 1.441 -4.109 -3.713
H32 -8.002 5.073 2.823
H33 0.796 0.019 -4.679
H34 2.557 -2.911 -3.100
C18 2.292 -3.883 -6.453
H35 0.313 -2.372 -5.112
H36 -3.516 6.471 1.263
C19 5.126 -10.210 -7.891
H37 -0.082 6.666 8.114
O1 -6.432 3.377 1.148
C20 1.577 -0.559 0.641
H38 5.010 -7.908 -6.201
H39 3.080 -4.015 -7.201
H40 5.341 -12.033 -5.771
C21 -1.831 5.620 7.438
C22 1.576 -0.730 -4.524
H41 0.648 5.111 9.857
H42 6.452 -7.147 -6.838
H43 -6.697 4.724 4.097
H44 -0.501 -0.960 0.238
H45 2.123 -6.006 -6.038
H46 -1.996 7.105 2.150
H47 -3.675 0.903 1.410
H48 0.655 -5.087 -5.667
C23 4.135 -10.536 -6.774
H49 2.439 -0.085 0.164
H50 -3.353 4.265 6.724
H51 6.818 -9.002 -8.419
H52 1.426 -0.096 1.618
O2 -3.673 6.521 3.316
O3 -1.187 4.355 4.124
C24 -6.910 4.864 3.008
H53 -1.711 3.625 6.598
H54 -4.492 8.270 4.161
Br1 -6.423 1.787 3.347
H55 -4.210 8.341 2.376
C25 -4.535 7.660 3.212
H56 0.282 -2.012 -3.400
H57 5.491 -10.410 -5.073
H58 -0.873 1.001 -1.270
H59 1.822 -1.610 0.810
H60 4.566 -9.893 -8.776
H61 -6.647 7.232 3.918
C26 0.947 -2.093 -4.265
C27 -0.040 1.005 -0.559
C28 -1.001 7.160 10.773
C29 -0.448 5.634 8.089
H62 0.470 1.994 1.291
H63 5.647 -11.130 -8.180
C30 5.614 -7.798 -7.107
H64 -2.822 0.548 -0.093
H65 -1.758 6.116 6.464

Cartesian forces (eV/Å) of the 6 atoms listed first:
-0.134 0.024 0.038
0.035 0.004 0.029
-0.021 0.004 -0.028
0.024 -0.065 0.003
-0.026 0.029 -0.058
0.047 -0.025 -0.012

[2]
Molecular formula: C3H4O2
Method: DFT, wB97M-V/def2-TZVPD

Values from the calculation:
LUMO	-0.508	eV
SMILES string	CC(=O)C=O
HOMO-LUMO gap	9.435	eV
relative energy (zero: lowest compared OMol25 entry of this formula, charge and spin)	15.7	kcal per mole
spin multiplicity	1

Positions of all 9 atoms, in Å:
H1 1.574 -0.327 -0.724
C1 1.091 -0.328 0.260
C2 -1.360 0.035 -0.472
H2 1.806 0.018 1.008
C3 -0.104 0.580 0.217
O1 -0.157 1.699 0.673
H3 -2.180 0.775 -0.543
O2 -1.447 -1.096 -0.881
H4 0.777 -1.355 0.462

Cartesian forces (eV/Å) of the 6 atoms listed first:
-0.098 -0.007 0.111
0.064 0.006 0.072
-0.164 -0.392 -0.181
-0.120 0.004 -0.104
0.141 0.234 0.138
0.030 -0.439 -0.172

[3]
Molecular formula: C3H6ClO6PS
Method: DFT, wB97M-V/def2-TZVPD

Values from the calculation:
LUMO	-0.841	eV
HOMO-LUMO gap	9.005	eV
relative energy (zero: lowest compared OMol25 entry of this formula, charge and spin)	101.4	kcal per mole
spin multiplicity	1

Positions of all 18 atoms, in Å:
O1 2.257 0.003 1.856
H1 -2.390 -1.656 -1.391
Cl1 -0.441 3.147 2.203
C1 -2.411 -0.480 -1.301
O2 0.772 1.381 -0.082
H2 0.290 -1.161 -2.487
O3 -3.383 0.216 -0.675
H3 -0.364 -1.195 -0.642
C2 -0.064 -0.535 -1.560
H4 2.079 -0.310 -0.743
O4 -1.269 0.295 -1.887
H5 0.933 -2.207 1.425
O5 -0.490 -0.132 2.036
O6 0.955 2.225 2.588
P1 0.917 0.785 1.548
H6 1.533 1.017 -2.047
S1 -0.132 -1.789 2.241
C3 1.209 0.395 -1.083

Cartesian forces (eV/Å) of the 6 atoms listed first:
-5.023 2.731 -1.545
0.085 2.434 0.102
0.238 -0.021 0.233
-4.056 5.464 2.789
0.485 -2.204 3.121
-0.793 1.087 1.795

[4]
Molecular formula: C6H10OSi
Method: DFT, wB97M-V/def2-TZVPD

Values from the calculation:
LUMO	-0.470	eV
HOMO-LUMO gap	7.356	eV
relative energy (zero: lowest compared OMol25 entry of this formula, charge and spin)	116.0	kcal per mole
spin multiplicity	1

Positions of all 18 atoms, in Å:
C1 -2.560 -2.009 2.020
Si1 -0.824 -1.388 2.484
H1 -4.229 -1.755 0.700
C2 -3.220 -1.431 1.023
H2 1.340 -0.318 -2.573
H3 -1.095 -0.711 3.747
O1 -0.317 0.857 -0.434
C3 0.625 0.928 -1.222
H4 1.630 1.742 1.096
H5 -2.700 -3.021 2.405
C4 1.787 1.680 -0.926
C5 2.101 2.101 0.318
H6 -2.665 -0.549 0.694
C6 0.470 0.296 -2.595
H7 0.615 1.009 -3.530
H8 2.413 1.975 -1.767
H9 -0.466 -0.305 -2.787
H10 2.952 2.720 0.469

Cartesian forces (eV/Å) of the 6 atoms listed first:
1.494 -0.561 0.223
0.403 -0.518 -1.151
0.940 0.406 -0.234
-0.164 0.006 0.721
0.692 -1.112 -0.737
-0.494 0.409 0.953

[5]
Molecular formula: C2H6F2Si
Method: DFT, wB97M-V/def2-TZVPD

Values from the calculation:
LUMO	-0.046	eV
HOMO-LUMO gap	8.476	eV
relative energy (zero: lowest compared OMol25 entry of this formula, charge and spin)	201.6	kcal per mole
spin multiplicity	1

Positions of all 11 atoms, in Å:
Si1 0.099 -0.669 -0.696
H1 0.983 -0.240 2.703
H2 0.545 0.069 1.935
H3 -0.066 1.649 0.231
F1 -2.442 -0.270 -0.228
H4 1.449 0.949 0.710
H5 1.233 -1.084 -1.583
F2 -2.183 -2.125 -1.254
H6 1.246 1.649 -0.750
C1 -1.577 -0.933 -1.001
C2 0.714 1.005 -0.066

Cartesian forces (eV/Å) of the 6 atoms listed first:
2.650 1.129 -0.462
-1.957 1.226 -3.137
1.815 -1.553 3.813
-1.164 0.558 0.873
-0.321 0.686 -0.151
0.151 -0.398 0.601

[6]
Molecular formula: C3H8NO3
Method: DFT, wB97M-V/def2-TZVPD

Values from the calculation:
charge	-1
LUMO	4.105	eV
HOMO-LUMO gap	6.818	eV
relative energy (zero: lowest compared OMol25 entry of this formula, charge and spin)	73.8	kcal per mole
spin multiplicity	1

Positions of all 15 atoms, in Å:
C1 -1.367 -1.150 -0.211
H1 -0.316 -0.527 1.787
H2 -0.272 -2.346 1.304
O1 -1.336 2.358 -1.183
C2 -1.092 1.190 -1.100
C3 -0.118 -1.327 0.975
H3 -2.257 -1.637 0.101
H4 3.154 -0.451 0.407
H5 3.669 0.328 1.856
H6 -2.557 0.620 0.308
H7 -0.888 -1.510 -1.158
H8 -0.377 0.712 -1.753
O2 0.935 -1.074 0.366
O3 3.884 0.018 0.945
N1 -1.793 0.302 -0.266

Cartesian forces (eV/Å) of the 6 atoms listed first:
0.979 1.814 1.982
-0.763 -0.967 -0.095
-0.257 -1.113 0.937
-0.225 2.124 -0.062
-2.026 -2.324 1.716
-3.985 1.483 -0.845

[7]
Molecular formula: C16H44Br2F3O6P
Method: DFT, wB97M-V/def2-TZVPD

Values from the calculation:
LUMO	0.663	eV
SMILES string	FC(F)(Br)[C@](F)(Br)CC[PH4].CCO.CCO.CCO.CCO.CCO.CCO
HOMO-LUMO gap	8.559	eV
spin multiplicity	1

Positions of all 72 atoms, in Å:
H1 2.984 7.955 1.495
H2 -0.524 -0.232 3.751
C1 2.800 8.500 0.568
C2 -1.301 2.443 5.211
O1 -3.858 2.398 -1.887
H3 -0.057 3.598 6.545
H4 0.476 -5.571 -3.241
F1 -1.966 -6.636 -0.381
H5 -1.862 -1.631 2.230
O2 -1.186 -1.676 1.546
H6 1.834 3.541 2.829
H7 -4.720 2.029 -2.104
H8 -0.998 -6.450 -2.862
C3 3.718 -6.452 -4.843
O3 1.024 3.792 3.283
H9 1.960 8.144 -1.387
H10 3.830 -4.216 -3.499
H11 -2.169 -4.153 -2.513
C4 -1.305 -4.344 -3.161
Br1 -0.139 -8.446 -1.169
C5 -3.414 1.791 -0.677
F2 -0.194 -6.732 0.862
O4 2.992 -4.293 -3.965
H12 -2.747 1.308 5.874
C6 0.239 -0.304 2.972
H13 0.823 3.664 0.572
H14 -1.041 0.380 1.382
H15 -2.592 0.024 -1.599
C7 -0.627 -6.733 -0.402
H16 -1.714 -4.646 -4.137
H17 -0.953 -2.008 -2.467
H18 0.000 1.848 6.818
F3 1.343 -5.710 -1.102
H19 -0.662 4.612 0.467
C8 -0.458 -5.519 -2.664
H20 -0.615 4.930 2.965
H21 2.759 6.740 -0.677
H22 4.683 -6.406 -4.333
H23 0.344 -0.568 0.829
H24 2.237 -5.106 -5.645
H25 0.836 0.610 2.997
C9 2.129 7.600 -0.452
H26 3.896 -4.530 -5.815
C10 -0.027 -5.547 -1.191
O5 -2.064 1.234 5.200
Br2 -0.466 -3.935 -0.203
H27 0.904 -3.382 -3.184
P1 -0.299 -2.712 -3.504
C11 -0.651 2.684 6.559
H28 -0.876 -2.650 -4.803
H29 -2.915 -0.152 0.133
H30 3.752 8.877 0.190
C12 -3.283 0.284 -0.796
H31 2.166 9.358 0.804
O6 0.900 7.062 0.028
H32 3.021 -6.979 -4.189
H33 -2.445 2.242 -0.462
H34 -4.249 -0.172 -1.027
H35 0.480 -1.509 -3.833
C13 -0.407 -0.483 1.614
C14 -0.079 3.958 1.115
H36 -4.093 2.051 0.142
C15 3.206 -5.057 -5.148
C16 0.284 4.653 2.413
H37 0.310 7.798 0.221
H38 3.845 -7.030 -5.759
H39 -0.543 2.339 4.439
H40 -0.655 3.054 1.321
H41 0.854 5.562 2.210
H42 -1.405 2.776 7.345
H43 0.883 -1.152 3.208
H44 -1.947 3.286 4.941

Cartesian forces (eV/Å) of the 6 atoms listed first:
0.019 -0.005 -0.011
0.014 0.075 0.001
-0.042 -0.043 0.051
-0.119 -0.055 0.137
0.028 -0.012 0.030
-0.001 0.002 -0.014

[8]
Molecular formula: C10H16N4S2Tl
Method: DFT, wB97M-V/def2-TZVPD

Values from the calculation:
charge	+1
LUMO	-4.583	eV
HOMO-LUMO gap	7.985	eV
relative energy (zero: lowest compared OMol25 entry of this formula, charge and spin)	5.9	kcal per mole
spin multiplicity	1

Positions of all 33 atoms, in Å:
H1 -2.652 -0.325 -2.592
C1 4.770 3.303 1.211
N1 5.698 3.070 1.842
H2 0.979 -3.121 1.678
H3 -1.368 0.957 1.194
H4 -1.579 -2.716 1.233
H5 -0.972 -1.115 1.606
H6 -2.466 1.401 -2.234
H7 -3.036 1.267 0.682
H8 -0.255 -4.150 -0.178
C2 -0.041 -3.257 -0.777
H9 -3.805 0.488 -1.518
Tl1 0.544 -0.116 -1.607
N2 2.576 5.942 0.477
C3 1.164 -2.257 1.029
N3 0.069 -2.063 0.072
H10 -0.834 -3.141 -1.514
N4 -1.886 0.109 -0.676
H11 2.097 -2.428 0.493
C4 -2.001 1.167 0.334
S1 1.525 1.589 0.913
C5 2.651 2.439 0.164
C6 -2.752 0.435 -1.817
C7 -2.259 -1.201 -0.121
C8 -1.192 -1.794 0.781
C9 3.050 4.898 0.458
H12 0.897 -3.417 -1.309
H13 -3.202 -1.124 0.434
H14 -2.451 -1.873 -0.959
H15 -1.687 2.118 -0.096
C10 3.605 3.565 0.394
S2 3.536 2.722 -1.250
H16 1.277 -1.372 1.654

Cartesian forces (eV/Å) of the 6 atoms listed first:
0.003 0.004 -0.005
0.047 0.021 -0.034
-0.018 -0.018 0.026
0.000 0.001 0.001
-0.022 -0.012 -0.011
-0.001 0.001 -0.005

[9]
Molecular formula: C37H35N2O6S4SiTc
Method: DFT, wB97M-V/def2-TZVPD

Values from the calculation:
charge	-2
LUMO	3.837	eV
HOMO-LUMO gap	5.960	eV
relative energy (zero: lowest compared OMol25 entry of this formula, charge and spin)	0.0	kcal per mole
spin multiplicity	1

Positions of all 86 atoms, in Å:
C1 1.502 -0.676 -3.305
C2 1.779 -1.916 -5.369
H1 1.381 -2.593 -6.116
H2 2.995 -2.766 7.151
C3 1.924 4.782 -3.006
C4 -1.638 -2.652 0.790
C5 1.348 0.408 2.269
C6 -2.558 0.314 2.938
H3 -5.120 1.870 -2.582
H4 3.185 0.515 -2.732
C7 -6.254 1.720 0.595
C8 2.945 4.096 -2.376
H5 4.764 -2.839 -4.191
H6 1.124 2.163 -0.315
C9 5.116 -3.566 -4.921
C10 3.258 -2.047 5.153
H7 -1.109 -2.665 -0.158
H8 1.300 -5.165 4.041
O1 -0.359 5.255 -3.281
C11 0.703 -0.299 -2.194
H9 -4.026 -0.057 5.981
C12 1.861 -4.296 4.360
H10 -4.689 4.125 1.297
C13 1.340 2.888 -1.083
O2 -1.987 4.091 -1.849
H11 3.779 -1.149 5.464
H12 6.069 -3.988 -4.616
H13 -3.472 -2.436 5.546
C14 -3.884 3.552 0.828
Si1 -4.627 2.198 -0.200
C15 1.008 -1.551 -4.281
C16 3.071 -1.417 -5.515
C17 2.663 3.146 -1.404
O3 -2.272 1.207 2.042
H14 -4.050 3.262 -2.331
C18 -2.851 -0.074 -0.569
H15 1.749 -4.786 6.448
C19 -3.224 -1.675 4.818
O4 -3.885 0.706 -0.295
C20 2.311 -3.386 3.418
S1 4.032 -1.870 -6.930
O5 6.191 -3.276 -7.038
H16 -1.213 -3.424 1.445
N1 -0.252 -0.714 1.381
H17 3.974 4.319 -2.636
C21 0.290 3.564 -1.691
C22 -3.207 0.647 4.142
N2 0.823 -0.775 2.154
C23 -2.233 -1.040 2.708
C24 -3.526 -0.335 5.059
O6 -1.518 2.344 -0.609
C25 0.005 0.013 -1.246
C26 -2.577 -2.011 3.637
C27 2.803 -0.177 -3.470
H18 -2.683 -2.881 0.604
H19 -3.281 4.215 0.213
H20 4.561 -0.117 -4.685
H21 2.086 -3.534 2.370
H22 -6.681 0.850 0.098
C28 -1.145 3.310 -1.350
H23 -1.207 4.972 -2.825
H24 -3.446 1.688 4.324
H25 0.004 -1.939 -4.162
C29 -1.477 -1.318 1.457
C30 3.495 -1.281 2.762
H26 4.369 -4.359 -4.978
C31 3.569 -0.528 -4.563
S2 0.615 1.852 1.832
C32 -4.928 2.741 -1.954
H27 4.587 -1.237 2.762
C33 2.811 -2.952 6.101
H28 3.451 2.613 -0.893
Tc1 -1.135 0.562 0.392
H29 -5.786 3.414 -2.013
H30 2.125 5.533 -3.756
C34 2.110 -4.083 5.708
H31 -6.109 1.476 1.647
C35 5.277 -2.977 -6.297
H32 -6.970 2.540 0.532
S3 2.984 0.443 2.964
S4 -3.144 -1.336 -1.591
H33 -3.248 3.126 1.602
H34 -2.334 -3.047 3.432
C36 0.594 4.534 -2.664
H35 3.155 -1.592 1.775
C37 3.017 -2.254 3.802

Cartesian forces (eV/Å) of the 6 atoms listed first:
-0.031 0.003 -0.008
0.075 -0.028 -0.013
0.011 -0.019 0.008
0.010 0.003 0.026
-0.011 -0.011 0.019
0.211 -0.071 0.181

[10]
Molecular formula: C7H13F
Method: DFT, wB97M-V/def2-TZVPD

Values from the calculation:
LUMO (spin up / spin down)	1.063 / -0.304	eV
HOMO-LUMO gap (spin up / spin down)	8.247 / 8.577	eV
⟨S²⟩	2.006
relative energy (zero: lowest compared OMol25 entry of this formula, charge and spin)	0.0	kcal per mole
spin multiplicity	3

Positions of all 21 atoms, in Å:
H1 1.582 1.059 -0.092
H2 -2.464 0.178 0.704
F1 -0.987 -1.383 -1.305
H3 2.895 0.304 -0.704
C1 1.139 -0.528 -3.137
H4 0.789 -1.455 -3.433
H5 -2.859 -0.606 2.238
H6 -3.267 1.160 1.963
H7 0.633 0.156 -3.788
H8 -0.421 -0.142 0.098
C2 -0.352 -0.068 3.051
H9 -0.627 -0.993 3.445
H10 0.264 -0.434 2.027
C3 0.969 -0.205 -1.658
H11 0.212 0.558 3.796
C4 1.921 0.698 -1.067
H12 2.231 -0.466 -3.497
C5 -0.094 -0.474 -0.876
C6 -1.190 0.801 2.289
H13 2.135 1.480 -1.819
C7 -2.509 0.361 1.766

Cartesian forces (eV/Å) of the 6 atoms listed first:
-0.450 0.671 -0.355
-0.301 -0.014 -0.627
-0.917 -0.448 -0.449
-0.297 -0.431 -0.992
2.297 0.946 0.453
-0.739 -2.099 -0.258

[11]
Molecular formula: C2H3NO
Method: DFT, wB97M-V/def2-TZVPD

Values from the calculation:
LUMO	0.545	eV
SMILES string	CN=C=O
HOMO-LUMO gap	10.835	eV
relative energy (zero: lowest compared OMol25 entry of this formula, charge and spin)	24.1	kcal per mole
spin multiplicity	1

Positions of all 7 atoms, in Å:
C1 -0.550 -0.655 -1.349
N1 -0.660 0.062 -0.255
H1 0.376 -0.481 1.598
O1 -0.605 -1.294 -2.433
H2 1.234 0.610 0.277
C2 0.264 0.397 0.831
H3 -0.059 1.362 1.332

Cartesian forces (eV/Å) of the 6 atoms listed first:
-0.545 0.567 0.554
-0.132 -4.049 -5.920
-0.222 1.772 -1.464
0.210 3.692 6.213
-0.779 -0.284 1.389
1.290 -0.254 -0.183

[12]
Molecular formula: C3H5O3Yb
Method: DFT, wB97M-V/def2-TZVPD

Values from the calculation:
LUMO (spin up / spin down)	0.320 / -0.460	eV
HOMO-LUMO gap (spin up / spin down)	5.293 / 6.180	eV
⟨S²⟩	0.758
relative energy (zero: lowest compared OMol25 entry of this formula, charge and spin)	0.0	kcal per mole
spin multiplicity	2

Positions of all 12 atoms, in Å:
O1 -0.560 0.839 0.093
C1 2.592 -0.396 0.453
C2 0.355 0.085 0.403
H1 3.281 -0.081 1.246
O2 0.437 -1.176 0.824
H2 -2.002 -0.991 0.351
Yb1 -2.606 0.174 -1.581
O3 1.587 0.612 0.308
C3 1.786 -1.643 0.825
H3 3.136 -0.500 -0.492
H4 2.028 -2.031 1.820
H5 1.872 -2.446 0.084

Cartesian forces (eV/Å) of the 6 atoms listed first:
0.576 -1.667 0.429
0.255 0.186 0.219
0.133 1.891 -0.640
-0.137 -0.092 -0.241
-1.243 0.193 -0.190
-1.027 -0.234 -0.888

Max |F| (computed, Eh/bohr): 0.0460 0.0114 0.1839 0.1065 0.0875 0.1062 0.0071 0.0022 0.0307 0.1026 0.1406 0.0389